A structure of composition C18H21BiClN5O6S at a distorted geometry, computed with ωB97M-V/def2-TZVPD.

Summary:
gap between HOMO and LUMO	8.5	eV
2S+1	1
highest occupied orbital energy	-0.566	hartree
energy above the lowest of the compared OMol25 structures with the same formula, charge and spin	0.6611	eV
charge	+2
E	-67915.5266	eV

Geometry as XYZ:
```
53
Properties=species:S:1:pos:R:3:forces:R:3
Bi 1.158400 -0.229838 -0.291308 0.574 0.164 -0.703
C 2.354600 -3.331838 0.324792 -0.162 -0.272 -0.177
C 1.442100 -3.384738 -0.895008 0.472 -0.329 0.069
N 0.344300 -2.396638 -0.849708 -0.075 0.182 -0.388
C -0.835200 -2.776238 -0.071108 -0.294 -0.096 0.179
C -0.591300 -2.776238 1.431492 -0.091 0.120 0.166
S 0.172300 -1.208938 2.012692 -0.156 -0.775 0.413
C 1.748700 -1.722038 2.818292 -0.098 0.141 0.080
C 3.019300 -1.606338 1.967292 0.093 -0.135 0.128
N 2.755300 -1.947538 0.577692 0.112 0.007 -0.256
H 3.222500 -3.967138 0.135492 -0.022 -0.026 0.043
H 1.856200 -3.729638 1.205492 0.150 0.030 0.004
H 1.029500 -4.390738 -1.006408 -0.010 0.032 -0.040
H 2.038800 -3.150638 -1.778408 -0.194 -0.135 0.062
H 0.095800 -2.264938 -1.840708 -0.020 -0.027 0.263
H -1.189500 -3.774638 -0.357108 0.069 0.127 -0.029
H -1.629900 -2.065938 -0.305508 -0.003 -0.033 -0.024
H 0.017300 -3.614438 1.755692 -0.017 0.027 0.073
H -1.549500 -2.841638 1.948092 0.057 -0.043 -0.023
H 1.596400 -2.732238 3.191292 -0.093 -0.023 -0.008
H 1.832200 -1.075138 3.690692 0.010 -0.066 0.046
H 3.777600 -2.258638 2.418292 -0.026 0.129 -0.026
H 3.414500 -0.588038 1.990992 -0.014 -0.002 0.064
H 3.530200 -1.711938 -0.036308 0.244 -0.027 0.180
O -4.182300 5.502062 -0.432408 -0.398 0.544 0.209
N -3.776600 4.636462 -1.154808 0.322 -0.207 0.548
O -4.081300 4.466762 -2.304108 -0.242 0.035 -0.711
C -2.787300 3.712462 -0.545608 0.520 0.029 0.884
C -2.344400 4.056062 0.693292 -0.453 0.162 -0.561
C -1.310700 3.324162 1.332392 0.328 -0.567 -0.271
C -0.761100 3.709462 2.568192 0.182 -0.244 -0.148
C 0.330900 3.031562 3.059492 -0.133 0.120 -0.051
C 0.849000 1.977362 2.313592 -0.176 0.104 -0.007
N 0.304200 1.555862 1.187792 -0.089 0.332 -0.191
C -0.765500 2.192662 0.681492 -0.301 0.751 0.558
C -1.350600 1.727362 -0.544408 -0.742 0.544 -0.349
N -0.957700 0.535662 -1.050708 -0.002 -0.128 0.285
C -1.456100 0.112562 -2.202108 -0.275 0.038 -0.118
C -2.351400 0.866762 -2.948208 -0.054 0.165 0.181
C -2.779200 2.081062 -2.465408 0.071 -0.327 -0.214
C -2.326800 2.522162 -1.205208 0.280 -0.219 0.012
H -2.760400 4.931862 1.175392 0.034 -0.027 -0.049
H -1.185100 4.539862 3.108692 -0.058 0.162 0.056
H 0.796500 3.313562 3.988592 0.053 0.042 0.113
H 1.731600 1.450662 2.642992 0.201 -0.074 0.143
H -1.120000 -0.838938 -2.584708 0.031 0.053 0.006
H -2.692500 0.497562 -3.901108 -0.037 -0.052 -0.092
H -3.448400 2.697562 -3.048408 0.046 -0.161 0.135
O 2.682600 -1.060238 -2.297408 1.081 -0.256 0.613
Cl 1.788300 -0.605538 -3.352008 -0.940 -0.256 1.880
O 0.747800 -1.587238 -3.412808 -0.670 -0.957 -1.013
O 2.425200 -0.388638 -4.541708 1.021 0.354 -1.920
O 1.170700 0.585162 -2.797508 -0.107 1.068 -0.025
```
Positions in Å, forces in eV/Å.

Electronic structure analysis, Löwdin charges in units of e: 1.907, -0.159, -0.150, -0.192, -0.233, -0.363, 0.921, -0.368, -0.244, -0.219, 0.151, 0.101, 0.150, 0.114, 0.074, 0.150, 0.117, 0.083, 0.100, 0.093, 0.089, 0.146, 0.121, 0.123, 0.133, -0.336, 0.115, -0.032, 0.096, -0.097, 0.060, 0.010, -0.126, -0.126, -0.152, -0.129, -0.048, -0.114, 0.032, 0.076, -0.027, 0.146, 0.141, 0.128, 0.114, 0.097, 0.136, 0.123, -0.448, 0.660, -0.344, -0.168, -0.431

=====

A structure of composition C18H21Br3F9NNiO8PTe at a distorted geometry, computed with ωB97M-V/def2-TZVPD.

Summary:
gap between HOMO and LUMO (spin up / spin down)	6.5 / 6.5	eV
2S+1	3
highest occupied orbital energy (spin up / spin down)	-0.160 / -0.160	hartree
energy above the lowest of the compared OMol25 structures with the same formula, charge and spin	0.6828	eV
charge	-1
E	-329094.8763	eV

Geometry as XYZ:
```
63
Properties=species:S:1:pos:R:3:forces:R:3
Ni -0.509855 -0.393860 0.358499 -0.133 0.123 -0.387
Br -3.208504 0.134071 1.491230 -0.303 0.024 -0.155
C -3.903880 -1.304509 0.423819 0.080 0.034 0.083
Br -2.526128 -2.036030 -0.724974 -0.307 -0.167 -0.036
H -4.691371 -0.919046 -0.208120 -0.041 -0.003 -0.053
H -4.251547 -2.095703 1.071993 0.011 -0.058 0.030
F 3.032743 -0.634583 -3.345313 -0.008 -0.025 -0.036
C 1.941255 -0.418169 -2.589807 -0.030 -0.134 0.091
F 1.039880 0.180106 -3.382534 -0.028 0.002 0.016
F 2.286311 0.470015 -1.648209 0.012 0.100 0.053
C 1.369657 -1.724544 -1.914288 0.168 0.168 -0.369
O 0.624227 -1.497777 -0.852445 -0.076 0.020 0.232
C 0.553359 -2.480982 -3.022642 -0.065 0.058 0.133
F 1.184567 -2.560473 -4.207170 0.019 0.017 -0.051
F 0.274270 -3.731834 -2.631258 0.011 -0.026 0.019
F -0.617561 -1.868031 -3.246050 -0.023 -0.043 0.049
C 2.611371 -2.619829 -1.536942 -0.153 -0.048 0.216
F 3.145726 -3.288368 -2.576618 0.023 0.021 -0.060
F 3.597011 -1.871804 -1.007404 -0.014 -0.015 0.030
F 2.263206 -3.522264 -0.625158 0.023 -0.029 -0.005
C 0.371706 -3.438613 5.770098 -0.032 -0.053 -0.153
C 1.418076 -2.773941 4.900404 -0.118 -0.050 0.038
O 0.940326 -2.631676 3.559408 -0.084 -0.156 0.002
P 0.346585 -1.299346 2.877925 0.180 -0.313 0.738
O -0.687684 -1.769793 1.865416 0.763 0.800 0.005
Te -0.209825 0.285991 4.567165 -0.038 -0.196 -0.121
O 1.596701 -0.824669 1.959638 0.005 0.169 0.159
C 2.698665 -0.133703 2.562428 -0.041 -0.017 -0.161
C 3.843011 -0.106626 1.574145 -0.105 -0.046 -0.050
H 0.771556 -3.615781 6.771946 -0.022 -0.001 -0.031
H 0.071066 -4.391427 5.327564 0.014 0.025 0.074
H -0.503171 -2.792733 5.844116 0.009 -0.001 0.036
H 2.317290 -3.388779 4.841587 0.040 -0.010 -0.091
H 1.682066 -1.802358 5.316342 0.001 0.101 -0.033
H 2.999554 -0.640992 3.480550 -0.014 -0.062 0.074
H 2.374621 0.870260 2.838059 -0.069 0.068 -0.002
H 4.217755 -1.114052 1.388795 0.007 0.063 0.005
H 4.650338 0.512705 1.970546 0.021 -0.021 -0.030
H 3.512990 0.301588 0.615785 0.056 0.004 0.078
Br -5.603343 0.086183 -3.990717 0.032 0.003 -0.012
C -4.336364 1.457193 -3.637365 -0.046 -0.012 -0.004
C -4.606905 2.750507 -4.053520 0.056 0.057 0.024
C -3.691629 3.754756 -3.764363 -0.057 -0.030 -0.013
C -2.526463 3.464042 -3.072317 0.025 0.026 -0.045
C -2.268373 2.157996 -2.683157 0.021 0.049 -0.007
C -3.175409 1.143123 -2.959334 0.032 -0.078 -0.016
C -1.028460 1.806561 -1.933760 -0.071 -0.277 0.037
O -0.038542 2.631332 -2.101071 0.582 0.070 0.286
O -0.994172 0.786973 -1.262330 -0.032 0.087 -0.133
H -5.519198 2.969414 -4.591562 0.003 -0.004 0.018
H -3.897528 4.768631 -4.082358 -0.004 0.001 0.033
H -1.816985 4.238363 -2.817701 0.006 0.009 -0.045
H -2.950763 0.128105 -2.656786 -0.037 0.032 0.052
N 1.566273 2.815996 0.030238 0.055 -0.318 -0.188
C 0.630352 3.465747 0.960652 -0.044 -0.032 -0.248
C -0.598352 2.558199 1.065024 -0.223 0.062 0.234
O -1.714161 3.033292 0.885611 0.085 -0.121 -0.015
O -0.306705 1.343651 1.367968 0.370 -0.290 -0.510
H 2.490213 3.225847 0.050892 0.031 -0.001 0.016
H 0.751551 2.480292 -1.438548 -0.741 0.475 -0.085
H 1.638936 1.838221 0.300008 0.170 0.007 0.246
H 0.325343 4.431221 0.563073 -0.003 0.018 -0.013
H 1.044324 3.601915 1.962900 0.057 -0.055 0.050
```
Positions in Å, forces in eV/Å.

Electronic structure analysis, Löwdin charges in units of e: 0.567, 0.758, -0.957, 0.781, -0.008, 0.002, 0.155, -0.523, 0.163, 0.146, -0.334, -0.159, -0.548, 0.151, 0.160, 0.120, -0.537, 0.147, 0.145, 0.176, -0.097, -0.354, -0.283, 0.140, -0.437, 0.387, -0.311, -0.316, -0.069, 0.072, 0.075, 0.045, 0.112, 0.038, 0.102, 0.076, 0.075, 0.076, 0.056, 0.719, -0.667, -0.128, -0.067, -0.003, -0.101, -0.050, -0.469, 0.115, -0.003, 0.097, 0.104, 0.121, 0.078, 0.009, -0.143, -0.673, 0.011, -0.233, 0.094, 0.107, 0.061, 0.112, 0.116

=====

A structure of composition C18H21ClIN4ORbS2, computed with ωB97M-V/def2-TZVPD.

Summary:
gap between HOMO and LUMO	6.4	eV
2S+1	1
highest occupied orbital energy	-0.239	hartree
energy above the lowest of the compared OMol25 structures with the same formula, charge and spin	0.0000	eV
charge	0
E	-69964.6453	eV

Geometry as XYZ:
```
49
Properties=species:S:1:pos:R:3:forces:R:3
Rb 0.082061 -0.456357 -0.807007 -0.454 0.111 -0.001
C -3.591990 -1.025392 -0.925807 -0.060 -0.033 -0.010
C -3.844167 0.283258 -0.177624 0.059 0.005 -0.007
N -2.611075 1.007106 0.134111 0.014 -0.007 0.069
C -2.478031 1.474995 1.514305 -0.020 -0.062 -0.021
C -2.447604 0.371171 2.569808 0.098 -0.038 -0.028
S -1.091370 -0.822832 2.376718 -0.042 -0.016 -0.062
C -1.944704 -2.403620 2.092511 0.013 0.064 0.012
C -3.075383 -2.414671 1.067175 0.033 -0.016 -0.018
N -2.674615 -1.916153 -0.236238 0.159 0.122 0.041
H -4.571203 -1.482622 -1.138923 -0.014 -0.008 0.009
H -3.141989 -0.782818 -1.893053 -0.025 -0.020 -0.016
H -4.516333 0.886973 -0.795177 -0.018 0.013 0.002
H -4.395494 0.086414 0.743530 -0.008 -0.004 0.000
H -2.529955 1.811760 -0.472773 0.041 -0.013 -0.022
H -1.542734 2.035855 1.575838 -0.007 0.019 -0.010
H -3.287350 2.164633 1.799166 -0.012 0.006 0.004
H -2.323200 0.846025 3.542764 -0.038 0.013 0.008
H -3.386364 -0.178854 2.611567 -0.012 0.024 0.010
H -1.139439 -3.062269 1.759010 -0.010 -0.021 0.021
H -2.315611 -2.786357 3.044734 -0.004 -0.031 -0.008
H -3.452980 -3.443565 1.015565 -0.023 -0.007 -0.004
H -3.909538 -1.820003 1.439228 -0.017 0.000 -0.006
H -2.360625 -2.663678 -0.838343 -0.018 0.004 0.001
Cl 5.818269 4.875323 -0.616419 -0.046 -0.056 -0.002
C 4.853459 3.416054 -0.681046 0.149 0.066 0.007
C 5.474299 2.199780 -0.608632 0.017 0.079 0.004
C 4.730673 1.020503 -0.660182 -0.089 -0.224 -0.023
I 5.687402 -0.837309 -0.542504 -0.003 0.128 -0.003
C 3.332634 0.985780 -0.793919 0.046 0.062 0.015
O 2.643413 -0.073670 -0.852660 0.239 -0.087 0.014
C 2.694242 2.302603 -0.856602 -0.019 -0.074 0.013
N 1.338690 2.307314 -0.960742 0.013 0.095 0.017
C 0.714120 3.459159 -1.014612 0.092 -0.053 -0.009
C 1.373449 4.699052 -0.975084 -0.084 0.074 -0.006
C 2.733075 4.717962 -0.870708 0.080 0.009 0.009
C 3.450789 3.502823 -0.802947 -0.203 -0.040 -0.012
H 6.551037 2.164109 -0.510457 -0.005 -0.045 0.000
H -0.369426 3.424391 -1.099603 -0.004 0.015 0.002
H 0.806221 5.619275 -1.026794 -0.008 -0.019 -0.002
H 3.271665 5.655382 -0.837331 0.019 -0.017 0.004
S 2.992420 -4.489925 -0.607984 0.021 0.089 -0.007
C 1.634244 -5.511534 -0.769038 0.034 -0.060 0.013
C 0.511515 -4.762077 -0.890043 -0.041 0.099 0.024
N 0.701141 -3.399811 -0.856017 0.105 -0.034 -0.008
C 1.969900 -3.121118 -0.713246 0.088 -0.108 -0.011
H 1.725808 -6.584882 -0.767993 -0.028 0.016 -0.002
H -0.486211 -5.159738 -1.008277 0.000 0.016 -0.002
H 2.396888 -2.118461 -0.678227 -0.004 -0.037 0.003
```
Positions in Å, forces in eV/Å.

Electronic structure analysis, Löwdin charges in units of e: 0.869, -0.223, -0.212, -0.100, -0.284, -0.459, 0.836, -0.460, -0.275, -0.108, 0.118, 0.113, 0.121, 0.102, 0.101, 0.114, 0.119, 0.074, 0.064, 0.064, 0.076, 0.121, 0.096, 0.101, 0.649, -0.623, -0.187, -0.639, 0.876, -0.495, -0.333, -0.143, 0.057, -0.163, -0.063, -0.032, -0.181, 0.091, 0.093, 0.100, 0.087, 1.023, -0.409, -0.266, -0.092, -0.497, 0.065, 0.100, 0.018

=====

A structure of composition C18H21ClMoN2O3 at a distorted geometry, computed with ωB97M-V/def2-TZVPD.

Summary:
gap between HOMO and LUMO (spin up / spin down)	7.1 / 2.8	eV
2S+1	3
highest occupied orbital energy (spin up / spin down)	-0.538 / -0.518	hartree
energy above the lowest of the compared OMol25 structures with the same formula, charge and spin	0.0000	eV
charge	+2
E	-42490.5654	eV

Geometry as XYZ:
```
46
Properties=species:S:1:pos:R:3:forces:R:3
Cl 0.046187 3.110485 -3.076293 -0.001 -0.368 -0.009
C -2.295711 -0.014278 -4.104169 -0.056 -0.956 -0.899
C -1.419203 -1.124187 -3.869347 -0.278 0.319 -1.166
C -0.137340 -0.809170 -4.420749 -0.519 -0.319 -0.541
H -1.704881 -2.090636 -3.469478 0.116 0.343 0.112
C -0.237773 0.469942 -5.093626 -0.198 -0.207 -0.039
C -1.579363 0.957841 -4.875111 0.272 -0.518 -0.261
H -1.972834 1.885858 -5.283103 0.097 -0.177 0.310
H -3.350641 0.037613 -3.841455 0.328 -0.022 0.033
H 0.759181 -1.424271 -4.386932 -0.346 0.009 -0.140
C 0.822130 1.095878 -5.937675 0.173 0.163 -0.217
Mo -0.525615 0.745757 -2.926979 0.441 2.476 3.066
C 1.519165 0.724488 -2.600330 3.993 0.198 0.483
O 2.656896 0.756650 -2.355516 -4.033 -0.174 -0.936
C -1.952885 1.916591 -1.516363 -1.273 0.938 1.853
O -2.526252 2.455239 -0.682354 1.559 -1.400 -2.440
H 1.821796 0.861230 -5.554575 -0.180 0.084 -0.096
H 0.704226 2.184445 -5.981103 0.055 -0.250 0.059
H 0.762265 0.705468 -6.963727 -0.039 0.075 0.267
C 2.955690 1.082025 4.573087 0.083 -0.329 -0.073
C 1.453533 0.909256 4.668844 0.022 0.728 0.624
N 0.907455 -0.109526 3.756699 -0.224 0.968 -2.406
C 0.301548 -1.282380 4.429078 0.241 -0.657 -0.274
C -1.172047 -1.125943 4.750409 -0.064 0.238 0.056
C 0.838557 0.259240 2.438670 -0.984 -3.633 3.440
O 1.359870 1.324100 2.085940 0.780 1.812 -0.673
C 0.151308 -0.530039 1.351188 -0.085 0.713 -0.975
C -0.627359 -1.677738 1.515018 -0.049 -0.043 -0.055
C -1.277188 -2.207722 0.405080 -0.001 0.040 0.022
C -1.233269 -1.538300 -0.807367 0.330 0.200 0.383
N -0.492126 -0.420461 -0.996471 0.368 -0.183 1.075
C 0.220940 0.056307 0.070654 -0.822 -0.577 -0.563
H 3.476009 0.133485 4.737487 -0.030 0.157 -0.070
H 3.285757 1.790119 5.338406 -0.070 -0.024 -0.187
H 3.214393 1.481767 3.591356 0.283 0.028 0.067
H 1.164192 0.590867 5.675740 -0.008 0.250 -0.259
H 0.973137 1.872643 4.441462 -0.064 -0.286 0.212
H 0.509695 -2.184874 3.839282 0.053 0.284 0.217
H 0.867187 -1.390252 5.362398 -0.008 -0.018 -0.340
H -1.755660 -0.908916 3.852104 -0.074 0.006 0.172
H -1.540026 -2.053839 5.198311 0.031 0.158 -0.054
H -1.326365 -0.313146 5.467954 -0.041 -0.144 -0.146
H -0.762697 -2.136425 2.481932 0.008 -0.075 -0.256
H -1.865783 -3.123498 0.464613 0.153 0.309 0.165
H -1.824301 -1.903706 -1.641339 0.246 0.210 0.366
H 0.808186 0.962028 -0.111654 -0.187 -0.343 0.094
```
Positions in Å, forces in eV/Å.

Electronic structure analysis, Löwdin charges in units of e: 0.115, -0.143, -0.159, -0.151, 0.119, -0.412, -0.143, 0.141, 0.135, 0.140, -0.031, 1.047, -0.204, 0.158, -0.108, 0.158, 0.090, 0.086, 0.107, -0.037, -0.183, 0.009, -0.180, -0.048, -0.245, 0.311, -0.044, 0.037, 0.024, -0.059, -0.062, -0.032, 0.097, 0.106, 0.079, 0.134, 0.142, 0.123, 0.141, 0.075, 0.105, 0.097, 0.097, 0.141, 0.100, 0.125